DFT (ωB97M-V with the def2-TZVPD basis set) results for 16 unconnected molecules or ions with the total composition C21H74N6O16 at a distorted geometry.

XYZ file:
```
117
Properties=species:S:1:pos:R:3:forces:R:3:lowdin_charge:R:1
C -15.2691 1.9286 21.4272 0.649 1.758 -0.036 -0.050
C -16.4040 2.6568 20.6271 0.234 -2.208 2.565 -0.273
O -16.7991 3.9071 21.1502 4.743 0.559 -0.451 -0.060
H -15.0194 0.9080 21.1687 -0.196 -0.157 -1.074 0.067
H -15.4979 1.7818 22.4709 -0.203 0.574 0.562 0.034
H -14.3477 2.5616 21.3084 -0.710 -0.693 0.307 0.085
H -17.2710 2.0049 20.7061 -0.085 -0.143 -0.751 0.082
H -16.0229 2.7773 19.6704 0.297 0.034 -2.068 0.063
H -17.6809 3.8428 21.2938 -4.197 0.234 0.857 -0.033
C -20.2434 4.5852 24.4131 -1.890 1.609 1.666 -0.069
C -20.4587 4.2630 22.9933 0.671 0.658 -1.312 -0.312
O -19.2399 4.5643 22.2992 0.161 -2.799 0.009 -0.121
H -20.1070 5.6750 24.5332 0.178 -0.252 -0.292 0.085
H -19.3555 4.1352 24.8530 -0.440 -0.379 -0.012 0.060
H -21.2198 4.4473 24.9661 1.200 -0.467 -0.085 0.102
H -21.1915 4.8690 22.4550 -0.575 0.094 0.685 0.095
H -20.7713 3.2216 22.8415 0.555 0.018 -0.090 0.104
H -19.1009 5.4964 22.2840 -0.270 1.386 -0.230 0.044
C -23.8553 3.7984 21.8495 0.466 1.120 -0.175 -0.060
C -24.1017 4.8743 20.7306 1.738 -0.564 0.992 -0.287
O -24.3131 4.2569 19.5036 -2.433 -2.317 0.976 -0.067
H -23.7178 4.3135 22.8158 -0.395 -0.117 -0.233 0.071
H -22.8783 3.2566 21.7312 -1.141 0.333 -0.397 0.048
H -24.7126 3.1309 21.9117 0.080 -0.205 0.089 0.069
H -23.1399 5.3417 20.5643 0.289 0.870 0.700 0.078
H -24.8508 5.6455 20.9738 0.048 -0.491 0.058 0.123
H -23.8187 4.6790 18.8529 1.160 1.308 -1.645 -0.012
C -18.4699 1.1304 23.1795 0.479 1.271 -1.063 -0.054
C -17.6641 1.9038 24.2303 0.348 0.062 -1.627 -0.317
O -16.8367 1.0335 24.9457 0.023 -1.412 0.362 -0.053
H -18.9813 1.7951 22.4041 0.494 -0.699 1.281 0.072
H -19.1375 0.4021 23.5860 -0.674 -0.284 0.429 0.063
H -17.7270 0.5806 22.6054 0.075 -0.179 -0.111 0.072
H -18.2173 2.5247 24.9056 -0.669 0.224 0.211 0.085
H -16.9239 2.5038 23.7284 -0.425 1.026 -0.685 0.090
H -16.9073 1.3436 25.8305 0.345 -0.123 1.236 0.066
C -22.2636 7.7647 21.5913 0.158 0.931 1.666 -0.088
C -20.9695 7.4164 20.8812 -1.821 1.299 1.486 -0.306
O -20.0853 7.1477 21.9286 2.035 0.783 0.466 -0.093
H -22.0662 8.6433 22.2852 -0.300 -0.411 -1.311 0.101
H -22.5421 7.0484 22.3761 -0.065 -0.505 -0.681 0.068
H -23.0615 7.9449 20.8960 -0.619 0.242 -0.110 0.067
H -20.7807 8.2824 20.2375 0.836 -0.404 -0.011 0.115
H -21.0743 6.5227 20.3517 -0.037 -1.321 -1.369 0.073
H -19.5044 7.9186 22.0455 -0.099 -0.366 -0.079 0.101
C -19.9488 4.0503 19.0882 5.838 3.481 2.843 -0.565
O -18.9552 4.9445 19.2987 -4.556 -3.461 -1.699 -0.052
N -20.6396 3.8681 18.0084 -0.458 -0.120 -5.688 0.151
N -20.2693 3.1689 20.0179 0.606 0.055 2.701 0.193
H -20.3209 4.2077 17.0793 0.469 -0.020 1.584 0.107
H -21.3226 3.1135 17.8780 0.706 0.209 0.981 0.082
H -19.8428 3.3949 20.9272 -0.352 -0.167 -0.506 0.085
H -21.0605 2.5421 19.9836 -0.287 0.138 0.004 0.073
C -14.6312 4.8025 18.2847 7.966 -5.057 3.951 -0.715
O -13.8261 4.1020 19.1152 -2.959 2.523 -3.290 -0.101
N -15.7742 5.1488 18.5932 -8.476 1.592 3.700 0.187
N -14.2680 5.1454 17.0896 1.198 2.624 -5.166 0.160
H -16.1887 4.7863 19.4915 0.535 0.673 -1.008 0.112
H -16.4551 5.5872 17.9488 1.152 -1.144 0.691 0.072
H -13.3461 4.9431 16.7419 0.002 -0.090 0.425 0.113
H -14.7663 5.9307 16.5705 0.844 -1.845 1.055 0.124
C -23.4275 5.6056 16.7605 -2.740 6.342 -5.443 -0.658
O -23.9160 6.6772 16.0097 1.643 -5.031 3.653 -0.149
N -22.3954 5.7300 17.5147 3.161 1.593 3.331 0.160
N -23.8925 4.3907 16.6145 -1.041 -2.941 -0.599 0.156
H -22.1033 6.7190 17.7811 -0.698 -1.681 -0.868 0.100
H -21.7864 4.9136 17.8296 -1.446 1.715 -0.246 0.057
H -24.7293 4.3130 16.0491 0.370 -0.200 0.130 0.131
H -23.4315 3.5577 17.0624 -1.206 1.583 -0.416 0.067
C -16.9530 7.4685 17.3105 -3.251 1.075 -1.034 -0.172
O -16.8067 6.5889 16.2438 2.172 -0.518 -0.209 -0.092
H -17.4867 8.3501 16.9178 0.498 0.219 0.491 0.098
H -16.0579 7.6950 17.7445 2.543 0.739 0.838 0.067
H -17.5841 7.0308 18.0617 -0.482 -0.215 0.680 0.055
H -17.6543 6.4735 15.8877 -1.777 -0.554 -0.870 0.044
C -21.4339 -0.0272 20.6307 -0.812 -0.283 -1.094 -0.093
O -22.0994 1.2288 20.6999 0.423 0.373 1.092 -0.161
H -21.8623 -0.8028 21.2453 -0.468 -0.086 0.387 0.085
H -20.3990 0.0355 20.8994 0.534 0.524 -0.100 0.073
H -21.5820 -0.2834 19.5859 0.697 -0.859 -0.179 0.074
H -23.0401 1.0863 20.7056 -0.483 -0.090 0.253 0.079
C -20.1726 7.9778 17.3584 1.141 0.896 -1.058 -0.162
O -21.5443 8.2744 17.4471 -0.301 0.539 0.808 -0.132
H -19.5213 8.2032 18.2468 -1.145 -1.020 -0.085 0.073
H -19.7465 8.7083 16.6784 0.252 -0.017 -0.714 0.074
H -20.0681 6.9745 16.8617 0.134 0.789 1.062 0.085
H -21.7569 9.1988 17.2346 0.253 -0.647 0.129 0.122
C -19.2150 0.5615 17.6338 2.520 0.015 1.659 -0.086
O -18.7596 1.0955 18.9597 0.849 -2.496 -2.296 -0.141
H -20.0883 -0.0182 17.8044 -0.779 -0.865 0.025 0.026
H -18.3664 -0.1102 17.1889 -1.625 1.515 0.828 0.127
H -19.4638 1.4153 17.0330 0.228 0.193 -0.824 0.035
H -19.3551 1.7746 19.2061 -0.786 1.108 0.419 -0.031
C -17.0183 7.4188 21.0015 -1.393 -2.220 -1.984 -0.143
O -17.5785 8.7014 20.6379 0.397 -0.553 -0.647 -0.131
H -16.1436 7.0793 20.4131 -0.236 0.732 0.161 0.076
H -17.7767 6.5546 20.8275 0.974 1.493 0.171 0.077
H -16.7523 7.3536 22.0227 0.213 0.602 1.130 0.068
H -17.6112 8.7455 19.6538 0.047 -0.125 1.219 0.064
C -20.9442 4.4981 14.7910 -1.783 2.291 -1.505 -0.121
O -19.7985 5.2569 15.1277 0.500 0.413 -0.193 -0.123
H -20.8298 3.7721 14.0248 0.578 -0.513 -0.884 0.091
H -21.8974 5.0913 14.5926 1.437 -0.164 -0.037 0.122
H -21.1822 4.0057 15.6501 -0.701 -1.663 2.116 0.008
H -19.3915 5.7026 14.3742 -0.474 -0.147 -0.151 0.114
C -17.2314 3.2178 16.4017 -1.333 -0.619 0.131 -0.113
O -18.2827 2.9325 15.4483 0.701 -0.761 -0.264 -0.148
H -16.4993 3.9599 16.0701 0.212 -0.653 -0.283 0.064
H -16.8753 2.2178 16.7294 0.376 0.933 -0.385 0.100
H -17.7351 3.6509 17.2487 0.069 0.251 0.807 0.044
H -18.7545 3.7308 15.2268 0.102 0.579 0.108 -0.004
C -22.8399 1.3571 16.9819 1.216 1.712 -1.355 -0.055
O -22.7687 2.2791 18.1194 -0.169 -1.548 -1.430 -0.194
H -23.1183 1.9883 16.0717 0.207 -1.024 0.999 0.099
H -23.5748 0.5899 17.1161 -0.235 -0.438 0.183 0.086
H -21.8145 0.9634 16.7789 -0.939 0.031 0.296 0.080
H -23.4090 1.9591 18.7430 -0.391 0.386 0.763 0.078
```
Positions in Å, forces in eV/Å.

The value obtained for the HOMO energy is -8.3 eV. The calculation puts the lowest unoccupied orbital energy at -0.008 Eh. For the HOMO-LUMO gap, the calculation gives 8.07 eV. The charge is 0. The value obtained for the electronic energy is -64670.4296 eV.